{"formula": "CH4NO2P", "method": "ωB97M-V/def2-TZVPD", "e_homo_ha": [-0.3220, -0.3276], "relative_energy_kcal_mol": 147.9, "orbital_gap_ev": [6.945, 7.396], "lumo_ev": [-1.82, -1.52], "total_energy_ha": -586.8893, "symbols": ["C", "N", "O", "O", "P", "H", "H", "H", "H"], "xyz": [[-0.97, 0.01, 0.38], [-1.73, -0.90, 0.45], [-2.39, -1.85, 0.18], [1.94, -0.29, 0.32], [0.86, -0.30, -0.66], [1.04, 2.01, -0.23], [-0.59, 0.61, 1.22], [0.50, -1.76, -1.03], [1.35, 2.48, -0.62]]}

{"formula": "C4H10S2", "method": "ωB97M-V/def2-TZVPD", "e_homo_ha": [-0.5558, -0.5169], "multiplicity": 2, "relative_energy_kcal_mol": 63.4, "orbital_gap_ev": [8.125, 5.280], "lumo_ev": [-7.00, -8.79], "total_energy_ha": -954.3826, "charge": 1, "symbols": ["C", "C", "C", "S", "S", "C", "H", "H", "H", "H", "H", "H", "H", "H", "H", "H"], "xyz": [[0.34, -1.00, -0.17], [1.67, -1.28, 0.48], [-0.72, -0.54, 0.88], [-0.73, 0.93, 1.84], [0.41, 2.21, -0.01], [-0.92, 1.95, -1.09], [0.43, -0.17, -0.95], [-0.10, -1.85, -0.72], [2.49, -1.57, -0.21], [1.92, -0.38, 1.02], [1.57, -2.09, 1.26], [-1.62, -0.53, 0.33], [-0.81, -1.26, 1.70], [-0.78, 2.21, -2.15], [-1.23, 0.86, -1.33], [-1.93, 2.51, -0.87]]}

{"formula": "C7H11N6", "method": "ωB97M-V/def2-TZVPD", "e_homo_ha": -0.4144, "relative_energy_kcal_mol": 27.5, "orbital_gap_ev": 7.784, "lumo_ev": -3.49, "total_energy_ha": -601.6000, "charge": 1, "symbols": ["C", "C", "C", "C", "C", "C", "C", "N", "N", "N", "N", "N", "N", "H", "H", "H", "H", "H", "H", "H", "H", "H", "H", "H"], "xyz": [[3.34, 1.35, -0.63], [2.29, 1.72, 0.14], [2.03, -0.33, -0.65], [-1.70, 0.78, -0.55], [0.46, -1.97, 0.10], [-0.50, -0.86, 0.53], [0.17, 0.50, 0.72], [3.16, 0.08, -1.12], [1.42, 0.63, 0.14], [1.36, -1.49, -0.93], [-1.53, -0.53, -0.45], [-0.82, 1.43, 0.23], [-2.60, 1.37, -1.32], [4.23, 1.89, -0.88], [2.08, 2.60, 0.70], [1.00, -2.30, 1.00], [-0.10, -2.82, -0.29], [-1.00, -1.18, 1.46], [0.40, 0.62, 2.45], [1.95, -2.19, -1.35], [-2.12, -1.23, -0.88], [-0.65, 2.42, 0.19], [-3.25, 0.83, -1.87], [-2.66, 2.37, -1.38]]}

{"formula": "C34H46ClN4PY", "method": "ωB97M-V/def2-TZVPD", "e_homo_ha": -0.5806, "relative_energy_kcal_mol": 26.6, "orbital_gap_ev": 7.124, "lumo_ev": -8.67, "total_energy_ha": -2381.2477, "charge": 3, "symbols": ["Y", "N", "C", "C", "N", "C", "C", "N", "C", "C", "N", "H", "H", "H", "H", "H", "H", "H", "H", "H", "H", "H", "H", "H", "H", "H", "H", "H", "H", "C", "C", "C", "C", "C", "C", "C", "C", "C", "C", "H", "H", "H", "H", "H", "H", "H", "H", "H", "H", "H", "H", "H", "H", "Cl", "C", "C", "C", "C", "C", "C", "P", "C", "C", "C", "C", "C", "C", "C", "C", "C", "C", "C", "C", "H", "H", "H", "H", "H", "H", "H", "H", "H", "H", "H", "H", "H", "H"], "xyz": [[1.64, 0.03, -0.16], [2.82, 1.62, 1.00], [3.22, 2.46, -0.20], [4.32, 1.68, -0.97], [3.70, 0.40, -1.55], [3.28, 0.61, -2.96], [2.04, 1.45, -3.11], [0.85, 1.05, -2.26], [4.69, -0.71, -1.56], [4.52, -1.61, -0.34], [3.09, -1.94, -0.20], [2.20, 2.18, 1.59], [3.65, 1.55, 1.63], [3.67, 3.41, 0.15], [2.33, 2.75, -0.70], [5.12, 1.31, -0.32], [4.71, 2.29, -1.82], [3.19, -0.36, -3.43], [4.11, 1.10, -3.48], [1.83, 1.38, -4.19], [2.30, 2.52, -2.92], [0.28, 0.51, -2.90], [0.28, 1.88, -2.15], [5.75, -0.34, -1.56], [4.57, -1.34, -2.46], [4.85, -1.15, 0.62], [5.08, -2.56, -0.51], [2.95, -2.61, 0.54], [2.89, -2.47, -1.07], [-1.91, -4.64, 0.82], [-2.33, -3.35, 0.08], [-3.85, -3.19, 0.08], [-1.76, -3.21, -1.36], [-2.49, -2.64, -2.39], [-1.88, -2.32, -3.61], [-0.50, -2.48, -3.81], [0.17, -2.00, -5.08], [0.20, -3.18, -2.76], [-0.38, -3.39, -1.52], [-2.60, -4.93, 1.65], [-0.91, -4.52, 1.33], [-1.75, -5.45, 0.12], [-2.04, -2.49, 0.73], [-4.28, -4.03, -0.50], [-4.24, -2.26, -0.32], [-4.28, -3.38, 1.11], [-3.56, -2.54, -2.34], [-2.46, -1.85, -4.40], [0.04, -2.73, -5.86], [1.22, -1.91, -4.92], [-0.18, -0.99, -5.41], [1.21, -3.55, -2.96], [0.20, -3.92, -0.76], [1.58, -0.99, 2.51], [0.09, -0.66, 3.43], [-0.29, -1.47, 4.51], [-1.26, -1.07, 5.45], [-1.96, 0.09, 5.20], [-1.83, 0.74, 3.97], [-0.78, 0.38, 3.06], [-0.62, 1.28, 1.47], [-0.42, 2.97, 1.97], [-0.14, 3.38, 3.28], [0.23, 4.72, 3.47], [0.07, 5.69, 2.51], [-0.34, 5.27, 1.22], [-0.61, 3.94, 0.95], [-2.27, 1.25, 0.83], [-2.62, 0.42, -0.24], [-3.89, 0.43, -0.79], [-4.88, 1.26, -0.31], [-4.57, 2.09, 0.76], [-3.26, 2.15, 1.29], [0.21, -2.37, 4.65], [-1.53, -1.75, 6.25], [-2.71, 0.39, 5.93], [-2.50, 1.54, 3.67], [-0.20, 2.68, 4.14], [0.50, 4.99, 4.47], [0.14, 6.76, 2.76], [-0.43, 6.00, 0.40], [-1.00, 3.59, 0.00], [-1.88, -0.28, -0.60], [-4.17, -0.34, -1.50], [-5.92, 1.22, -0.66], [-5.31, 2.72, 1.20], [-2.99, 2.91, 2.07]]}